The following is a quantum chemistry calculation of a 4-piece molecular cluster, C10H24BFO10P overall at a distorted geometry, from OMol25.

```
47
Properties=species:S:1:pos:R:3:nbo_charge:R:1
C -3.562 -3.128 2.219 -1.03
B -3.354 -2.342 0.904 0.78
O -3.582 -2.772 -0.352 -0.85
P -2.682 -0.465 1.108 1.17
F -3.930 0.422 1.155 -0.49
H -2.643 -3.703 2.388 0.29
H -3.670 -2.444 3.066 0.24
H -4.433 -3.780 2.204 0.29
H -2.767 -2.772 -0.880 0.53
H -1.826 -0.060 0.071 0.04
H -2.003 -0.407 2.332 0.03
C 2.260 2.113 -2.428 -0.26
O 0.856 1.874 -2.250 -0.51
C 0.107 2.975 -2.165 0.98
O 0.498 4.106 -2.229 -0.62
O -1.164 2.592 -2.007 -0.52
C -2.104 3.671 -1.913 -0.26
H 2.737 1.139 -2.482 0.20
H 2.440 2.651 -3.356 0.21
H 2.669 2.664 -1.586 0.19
H -2.104 4.259 -2.828 0.21
H -1.881 4.303 -1.056 0.19
H -3.084 3.221 -1.780 0.19
C 0.871 3.575 0.617 -0.26
O 0.740 3.799 2.024 -0.49
C 1.235 2.820 2.780 0.98
O 1.736 1.801 2.372 -0.66
O 1.071 3.155 4.055 -0.49
C 1.564 2.192 4.992 -0.26
H 0.431 4.430 0.122 0.22
H 1.919 3.508 0.338 0.20
H 0.337 2.671 0.326 0.17
H 2.636 2.052 4.871 0.20
H 1.044 1.243 4.879 0.18
H 1.367 2.592 5.982 0.21
C 1.292 -6.159 -2.619 -0.26
O 0.856 -5.148 -1.699 -0.50
C 1.523 -4.002 -1.791 0.97
O 2.417 -3.754 -2.550 -0.62
O 1.017 -3.154 -0.881 -0.52
C 1.643 -1.869 -0.872 -0.26
H 0.673 -7.032 -2.439 0.20
H 1.155 -5.826 -3.646 0.20
H 2.334 -6.415 -2.439 0.20
H 1.512 -1.369 -1.831 0.20
H 2.701 -1.941 -0.629 0.21
H 1.148 -1.285 -0.099 0.17
```

**Spin multiplicity**: 1
**Energy**: -43910.854 eV
**Total charge**: +1
**Frontier orbital gap**: 7.984 eV

---

The following is a quantum chemistry calculation of C10H24BIIrNO2P2 as an isolated structure at a distorted geometry, from OMol25.

```
42
Properties=species:S:1:pos:R:3:nbo_charge:R:1
C -0.700 -6.501 -2.366 -0.74
C -1.108 -5.429 -1.404 0.52
H -1.277 -7.411 -2.169 0.31
H 0.369 -6.698 -2.246 0.29
H -0.885 -6.151 -3.386 0.29
O -1.924 -5.459 -0.527 -0.32
I 0.038 -3.571 -1.760 0.66
Ir -0.025 0.884 0.452 0.43
P -1.389 1.184 -1.297 1.09
C -2.906 2.037 -0.729 -0.95
C -0.636 2.299 -2.521 -0.95
H -1.376 2.537 -3.294 0.28
H -2.587 -0.037 -2.993 0.29
H 0.225 1.785 -2.962 0.27
H -1.055 -0.861 -2.490 0.23
H -2.629 2.962 -0.208 0.27
H -0.286 3.213 -2.025 0.26
C -1.941 -0.311 -2.147 -0.96
H -3.542 2.271 -1.591 0.29
H -2.489 -0.938 -1.433 0.26
H -3.447 1.390 -0.028 0.27
P 1.661 -0.157 1.494 1.09
C 1.494 0.099 3.299 -0.95
C 1.773 -1.943 1.247 -0.96
H 3.447 0.370 -0.012 0.27
H 4.047 0.155 1.671 0.28
H 3.210 1.676 1.179 0.26
C 3.258 0.588 1.045 -0.95
H 1.856 -2.139 0.171 0.23
H 2.645 -2.336 1.788 0.29
H 2.362 -0.331 3.814 0.29
H 0.573 -0.381 3.651 0.27
H 0.851 -2.407 1.619 0.26
H 1.431 1.174 3.509 0.27
C -1.330 0.556 1.720 0.40
O -2.138 0.472 2.563 -0.36
B 0.715 5.039 1.646 -0.35
C 0.825 3.728 0.895 0.39
N 0.831 2.673 0.380 -0.55
H 1.007 4.756 2.799 0.18
H -0.448 5.383 1.491 0.18
H 1.500 5.829 1.152 0.37
```

**Spin multiplicity**: 6
**⟨S²⟩**: 8.76
**Energy**: -46503.039 eV
**Total charge**: +3
**Frontier orbital gap (alpha / beta)**: 7.128 / 5.416 eV

---

The following is a quantum chemistry calculation of a 7-piece molecular cluster, C10H24Cl12Si overall, from OMol25.

```
47
Properties=species:S:1:pos:R:3:nbo_charge:R:1
C -0.879 -0.159 2.273 -0.61
C -0.841 1.239 1.654 -0.40
C -2.101 1.640 0.888 -0.39
C -3.352 1.846 1.775 -0.86
Si -4.416 0.331 2.055 0.88
H 0.126 -0.517 2.506 0.22
H -1.449 -0.178 3.204 0.21
H -1.328 -0.880 1.586 0.19
H 0.014 1.305 0.973 0.20
H -0.666 1.980 2.443 0.19
H -1.884 2.580 0.377 0.22
H -2.308 0.901 0.106 0.19
H -4.018 2.570 1.291 0.24
H -3.056 2.300 2.727 0.23
H -4.719 -0.277 0.736 -0.18
H -5.711 0.720 2.665 -0.17
H -3.778 -0.686 2.916 -0.17
Cl -0.261 4.849 0.008 -0.02
C 1.232 4.134 -0.612 -0.39
Cl 0.913 2.824 -1.764 -0.04
H 1.797 4.903 -1.119 0.23
H 1.792 3.726 0.221 0.22
Cl 0.975 5.756 -5.486 -0.03
C 0.016 4.292 -5.228 -0.40
Cl -1.672 4.499 -5.709 -0.03
H 0.445 3.496 -5.825 0.22
H 0.046 4.050 -4.174 0.23
Cl 0.729 -0.892 -1.323 -0.03
C -0.102 -2.432 -1.060 -0.40
Cl 0.576 -3.347 0.289 -0.02
H -1.142 -2.221 -0.844 0.22
H -0.002 -3.028 -1.959 0.22
Cl 3.889 -5.764 0.485 -0.03
C 2.637 -6.714 1.297 -0.39
Cl 1.766 -5.778 2.521 -0.03
H 1.912 -7.030 0.558 0.23
H 3.110 -7.556 1.785 0.22
Cl 3.188 7.579 0.909 -0.02
C 4.695 6.920 0.266 -0.39
Cl 4.403 5.621 -0.901 -0.03
H 5.234 7.712 -0.238 0.23
H 5.269 6.510 1.088 0.22
Cl 1.330 -10.038 -0.564 -0.03
C -0.333 -9.453 -0.707 -0.39
Cl -0.456 -7.716 -0.403 -0.02
H -0.678 -9.648 -1.715 0.22
H -0.940 -9.969 0.027 0.22
```

**Spin multiplicity**: 1
**SMILES string**: CCCC[SiH3].ClCCl.ClCCl.ClCCl.ClCCl.ClCCl.ClCCl
**Energy**: -168905.726 eV
**Total charge**: 0
**Frontier orbital gap**: 10.962 eV

---

The following is a quantum chemistry calculation of C10H24ClI2LaN2P2 as an isolated structure at a distorted geometry, from OMol25.

```
42
Properties=species:S:1:pos:R:3:nbo_charge:R:1
I 0.602 1.292 0.278 0.12
I 0.511 -1.414 0.130 -0.03
La -1.587 -0.246 -3.956 2.17
P -2.576 -0.075 -1.292 0.76
C -3.535 -0.109 0.276 -0.90
C -3.501 1.275 -2.140 -0.95
H -4.532 0.908 -2.125 0.26
H -4.438 -1.227 -2.026 0.26
H -3.154 1.493 -3.187 0.14
H -3.099 -1.875 -3.057 0.13
H -3.318 0.795 0.881 0.28
H -3.464 2.167 -1.485 0.31
C -3.416 -1.550 -2.030 -0.95
H -4.599 -0.078 -0.010 0.24
H -3.329 -2.366 -1.303 0.31
H -3.332 -1.061 0.799 0.28
P 2.857 -0.227 -1.234 0.76
C 4.141 -0.308 0.098 -0.94
C 3.584 -1.709 -2.057 -0.95
H 3.180 1.248 -3.152 0.23
H 4.657 0.897 -2.187 0.23
H 3.495 2.116 -1.522 0.25
C 3.594 1.194 -2.130 -0.95
H 3.187 -1.877 -3.075 0.23
H 4.655 -1.423 -2.149 0.23
H 5.103 -0.533 -0.406 0.23
H 3.910 -1.221 0.679 0.23
H 3.508 -2.579 -1.363 0.25
H 4.188 0.648 0.658 0.24
Cl 0.140 -0.291 -5.733 -0.53
C -1.612 1.823 3.145 -0.67
C -0.591 0.783 3.482 0.36
N 0.308 0.408 2.614 -0.55
C 1.220 -0.392 3.235 -0.10
C 0.712 -0.717 4.491 -0.08
N -0.393 0.086 4.649 -0.50
H -2.673 1.615 3.460 0.24
H -1.229 2.803 3.490 0.25
H -1.511 1.813 2.009 0.23
H 1.945 -0.943 2.628 0.22
H 1.251 -1.394 5.089 0.25
H -0.859 0.248 5.528 0.44
```

**Spin multiplicity**: 1
**Relative energy (zero: lowest compared OMol25 entry of this formula, charge and spin)**: 169.2 kcal per mole
**Energy**: -61882.467 eV
**Total charge**: +2
**Frontier orbital gap (alpha / beta)**: 3.250 / 3.249 eV

---

- Which value of energy does entry 4 give?
  -61882.467 eV